# 1
{"formula": "C4H12NPS", "method": "ωB97M-V/def2-TZVPD", "multiplicity": 1, "max_force_ev_per_a": 5.671, "gap_ev": 9.1, "homo_ev": -8.25, "relative_energy_ev": 2.545, "e_tot_ev": -25954.506, "charge": 0, "symbols": ["C", "C", "C", "C", "N", "P", "S", "H", "H", "H", "H", "H", "H", "H", "H", "H", "H", "H", "H"], "positions_angstrom": [[1.62508, 1.80058, -1.10133], [-1.03183, -2.45686, 1.30317], [0.27890, -0.52088, 1.59089], [0.23078, 2.01345, -1.72799], [-0.97507, -1.01418, 1.06507], [-1.11699, -0.69113, -0.87031], [-1.30450, 1.42988, -0.89107], [1.90764, 2.81113, -0.64377], [1.78730, 1.05973, -0.36862], [2.22930, 1.55829, -1.85268], [-1.82865, -2.89136, 0.61247], [-0.14311, -3.09498, 0.97583], [-1.10874, -2.48931, 2.39775], [0.52169, -0.76101, 2.54135], [1.04614, -0.98005, 1.05026], [0.21821, 0.47462, 1.43081], [0.34255, 1.57922, -2.63922], [-0.03606, 3.02351, -2.08531], [-2.64265, -0.85064, -0.78730]], "forces_ev_per_a": [[-2.5, 4.2, 2.8], [-0.1, -0.5, -1.6], [-1.4, -1.2, -2.8], [-0.4, 0.3, 1.6], [-0.4, -0.6, -2.2], [-1.6, 0.1, 2.8], [0.5, -0.2, -0.1], [0.1, -1.5, -0.5], [-0.6, -0.9, 1.0], [2.8, -0.6, -3.1], [0.3, 0.3, 1.7], [-0.3, 1.1, 0.4], [-0.6, -1.0, -0.3], [-0.2, -0.7, 3.5], [1.9, -0.4, -1.2], [0.6, 3.4, -0.2], [-0.4, -2.0, -2.7], [0.4, 0.0, 1.0], [2.0, 0.1, -0.2]]}

# 2
{"formula": "C4H12NS", "method": "ωB97M-V/def2-TZVPD", "multiplicity": 1, "max_force_ev_per_a": 4.226, "gap_ev": 9.9, "homo_ev": -13.62, "relative_energy_ev": 2.298, "e_tot_ev": -16659.362, "charge": 1, "symbols": ["C", "C", "C", "C", "N", "S", "H", "H", "H", "H", "H", "H", "H", "H", "H", "H", "H", "H"], "positions_angstrom": [[0.09888, 1.16002, -0.82578], [0.32098, 0.57736, 1.51782], [1.47137, -0.70788, -0.22880], [-0.89892, -0.97016, -0.05473], [0.17015, -0.00126, 0.15308], [-2.94558, -0.21305, -0.05746], [-0.13831, 0.77993, -1.74498], [-0.73170, 1.69931, -0.54799], [1.08646, 1.71465, -0.80118], [0.28515, -0.29479, 2.29431], [1.30290, 1.10403, 1.57091], [-0.44004, 1.31695, 1.67443], [2.31592, 0.08111, -0.21636], [1.62730, -1.62433, 0.36413], [1.35371, -0.96429, -1.24513], [-0.95438, -1.34371, -1.07631], [-0.99478, -1.76232, 0.68600], [-2.92914, -0.55155, -1.46196]], "forces_ev_per_a": [[2.2, -0.2, 1.9], [0.7, -1.6, 1.5], [1.0, 1.1, 0.7], [-4.2, 0.6, 0.0], [1.9, 0.5, -0.8], [3.2, -1.3, -2.0], [-0.1, -1.1, -2.6], [-1.6, 1.7, 0.8], [-1.5, -0.6, 0.0], [0.0, 1.8, -1.4], [-0.7, -0.6, -0.1], [-0.6, 0.0, 0.2], [-1.3, -1.6, 0.5], [0.1, 0.7, 0.0], [-0.1, -0.5, -1.2], [0.7, 0.0, 0.3], [0.6, 0.3, 0.0], [-0.4, 0.7, 2.1]]}

# 3
{"formula": "C4H12NS", "method": "ωB97M-V/def2-TZVPD", "multiplicity": 1, "max_force_ev_per_a": 4.010, "gap_ev": 7.7, "homo_ev": -11.56, "relative_energy_ev": 3.762, "e_tot_ev": -16657.897, "charge": 1, "symbols": ["C", "C", "C", "C", "N", "S", "H", "H", "H", "H", "H", "H", "H", "H", "H", "H", "H", "H"], "positions_angstrom": [[-1.36419, 0.91502, 0.30954], [0.07146, 0.57097, -1.82518], [1.38311, -1.04703, 0.67707], [-0.69053, 0.07335, -0.70958], [-1.09966, -1.18078, -0.79931], [2.12046, 0.35077, 1.48477], [-1.57967, 1.80033, -0.21187], [-0.56318, 1.18829, 1.05878], [-2.29939, 0.60845, 0.79246], [1.03308, 1.05800, -1.55599], [-0.46997, 1.42071, -2.41358], [0.44035, -0.21732, -2.49042], [1.00257, -1.77762, 1.37468], [2.02541, -1.24464, -0.15124], [-0.59972, -1.74310, -1.49630], [-1.76589, -1.63701, -0.06030], [2.21886, 1.27777, 0.47514], [3.41706, 0.30115, 1.24710]], "forces_ev_per_a": [[1.7, 0.5, 0.9], [1.7, 2.3, -1.8], [0.4, 2.7, 0.7], [-2.3, -3.0, 1.3], [-1.1, -0.2, 0.8], [-0.8, -0.9, -1.1], [-0.4, 1.6, -0.5], [-1.1, -0.2, -0.5], [0.6, -0.6, -0.2], [-0.7, 0.0, 0.4], [0.6, -1.7, 1.0], [-0.6, 0.1, -0.1], [0.3, 0.0, 0.0], [0.1, -1.0, -0.4], [-0.8, -0.2, 0.6], [2.0, 1.2, -2.1], [-0.8, 0.0, 0.3], [1.3, -0.4, 0.6]]}

# 4
{"formula": "C4H12NS", "method": "ωB97M-V/def2-TZVPD", "multiplicity": 1, "max_force_ev_per_a": 1.674, "gap_ev": 9.9, "homo_ev": -13.25, "relative_energy_ev": 0.274, "e_tot_ev": -16661.386, "charge": 1, "symbols": ["C", "C", "C", "C", "S", "N", "H", "H", "H", "H", "H", "H", "H", "H", "H", "H", "H", "H"], "positions_angstrom": [[0.53477, -0.99102, -1.79444], [0.39786, -0.60494, -0.31058], [0.54003, 0.90557, -0.13836], [-0.03742, 1.55076, 1.11225], [0.27631, 0.40801, 2.52449], [-1.04884, -1.02044, 0.01516], [-0.15571, -0.42507, -2.41182], [0.37522, -2.06949, -1.89831], [1.58082, -0.90477, -2.08066], [1.09543, -1.14208, 0.31070], [1.59018, 1.13022, -0.31086], [0.04840, 1.36662, -0.97783], [-1.11388, 1.69552, 1.09809], [0.49902, 2.47931, 1.28053], [-0.45572, 0.92222, 3.50042], [-1.11855, -2.03346, 0.10087], [-1.60386, -0.79210, -0.81360], [-1.40406, -0.47484, 0.79394]], "forces_ev_per_a": [[0.9, -0.9, 1.1], [-0.8, 0.4, -1.3], [-0.3, -0.3, -0.4], [0.6, -0.5, 1.1], [0.6, -0.4, -0.3], [0.6, 0.3, -1.0], [0.2, 0.1, -0.2], [-0.4, 0.1, -0.1], [-0.1, 0.6, -0.3], [-0.1, -0.4, 0.4], [0.2, 0.0, 0.4], [-0.3, 0.3, -0.5], [0.0, 0.3, -0.4], [-0.3, 0.2, 0.1], [-0.3, 0.5, 0.1], [-0.1, 0.0, 0.6], [-0.1, 0.1, 0.1], [-0.1, -0.5, 0.8]]}

# 5
{"formula": "C4H12NS2", "method": "ωB97M-V/def2-TZVPD", "multiplicity": 2, "max_force_ev_per_a": 2.043, "gap_ev": [4.3, 9.7], "homo_ev": [-3.70, -9.21], "relative_energy_ev": 2.081, "e_tot_ev": -27499.691, "charge": 0, "symbols": ["N", "C", "C", "S", "S", "C", "C", "H", "H", "H", "H", "H", "H", "H", "H", "H", "H", "H", "H"], "positions_angstrom": [[-0.77402, 0.61252, -2.31104], [-1.49552, 1.48702, -1.21716], [-1.26926, 1.17536, 0.24028], [0.34680, 0.95837, 0.98749], [1.35471, -0.38958, -0.02528], [1.11957, -2.00076, 0.85247], [-0.30409, -2.49793, 0.89503], [0.12596, 1.07994, -2.57994], [-0.70355, -0.45227, -1.99677], [-1.34807, 0.81230, -3.16733], [-2.54668, 1.43995, -1.49403], [-1.21111, 2.49473, -1.55854], [-1.93704, 0.37910, 0.62046], [-1.68774, 2.01120, 0.82283], [1.80161, -2.76962, 0.46793], [1.50740, -1.84947, 1.84579], [-0.87460, -1.85004, 1.56055], [-0.39934, -3.47430, 1.39011], [-0.73895, -2.61342, -0.09646]], "forces_ev_per_a": [[-0.7, 0.1, 1.4], [0.6, 0.3, -1.5], [-1.4, -0.5, 0.7], [0.0, 1.1, 0.8], [0.9, -1.7, -0.8], [0.2, -0.1, 0.2], [-0.2, -0.4, 0.6], [0.3, -0.5, 0.4], [-0.1, 1.5, -0.9], [-0.1, -0.8, -0.1], [-0.2, -0.4, 0.3], [0.2, -0.2, 0.7], [0.4, -0.1, -0.7], [0.4, 0.3, -0.2], [-0.1, 0.5, -0.7], [-0.1, 0.2, 0.6], [-0.3, 0.3, -0.4], [0.4, 0.0, -0.2], [-0.1, 0.3, 0.0]]}

# 6
{"formula": "C4H12NS2", "method": "ωB97M-V/def2-TZVPD", "multiplicity": 1, "max_force_ev_per_a": 1.836, "gap_ev": 9.6, "homo_ev": -12.88, "relative_energy_ev": 1.284, "e_tot_ev": -27495.699, "charge": 1, "symbols": ["C", "C", "C", "N", "H", "H", "H", "H", "H", "H", "H", "H", "C", "S", "S", "H", "H", "H", "H"], "positions_angstrom": [[-0.77511, 2.48209, -0.07281], [-1.27280, 1.70334, -1.25463], [-2.20156, 2.11460, -2.12993], [-0.73995, 0.35585, -1.40822], [-1.40396, 3.35342, 0.07469], [-0.77273, 1.89778, 0.85699], [0.26298, 2.85782, -0.12125], [-2.78105, 1.41274, -2.71801], [-2.63730, 3.12846, -2.02712], [-0.84286, -0.27360, -0.61035], [0.28172, 0.40615, -1.59076], [-1.10325, -0.12476, -2.20786], [2.16151, -0.43429, -0.01725], [1.54161, -1.91746, 0.81834], [-0.31155, -1.14564, 1.48675], [2.15010, -0.55498, -1.09342], [3.23474, -0.33862, 0.23710], [1.53655, 0.40081, 0.29621], [0.10150, -0.84088, 2.72766]], "forces_ev_per_a": [[0.8, 0.1, 0.3], [-1.2, 1.3, -0.4], [-0.3, 0.1, 1.6], [1.5, -0.3, -0.3], [-0.1, 0.0, 0.0], [-0.4, -0.1, -0.3], [-0.3, -0.2, -0.5], [0.5, 0.1, -0.6], [0.5, -0.8, -0.1], [-0.1, 0.2, 0.7], [-0.4, 0.0, 0.3], [-0.7, -0.2, -0.8], [0.9, -0.2, 0.1], [-1.1, 0.3, 0.1], [0.8, -0.9, 0.1], [-0.2, -0.1, -0.4], [-0.7, 0.4, 0.1], [0.5, 0.2, 0.1], [-0.2, 0.2, 0.0]]}